Entry 1:
20
Properties=species:S:1:pos:R:3:forces:R:3:mulliken_charge:R:1 method="wB97M-V/def2-TZVPD" orbital_gap_ev=8.955 largest_force_ev_per_a=9.88 energy_ev=-9388.6619 spin_multiplicity=1 lumo_energy_ev=0.9 charge=0
C -0.377042 -1.547596 0.140747 -1.39 -0.51 1.07 -0.86
C 0.163635 -0.103514 -0.245037 2.02 -0.58 1.79 1.24
C 1.783061 0.074917 0.122298 -1.60 -1.06 0.42 -0.81
C 0.511726 -0.017420 -1.723461 -2.37 -5.59 0.21 -0.82
C -0.861562 1.037338 1.605125 -0.41 3.68 0.01 -0.47
C -1.784347 1.227687 0.333641 -4.33 -3.02 1.56 -0.28
H -1.162312 -1.437763 1.169144 2.57 -0.85 -3.04 0.27
H -1.106188 -1.858947 -0.824693 2.17 0.18 2.90 0.27
H 0.716646 -2.398178 0.405519 -3.96 2.74 -1.05 0.22
H 2.270234 -0.717584 0.853616 -0.97 0.72 -2.12 0.20
H 2.014120 1.016193 0.781786 -0.34 -0.86 -2.32 0.25
H 2.493026 -0.557477 -1.772815 5.87 -4.43 -3.97 0.18
H -0.223126 0.727846 -2.066469 1.45 0.58 -1.34 0.33
H 0.412847 -1.144556 -2.197209 -1.28 2.84 0.25 0.18
H -0.672671 2.002392 2.253765 -0.45 -1.84 -1.55 0.21
H -0.625475 0.159156 2.229780 -0.63 0.12 -1.09 0.20
H -2.560474 0.345352 0.028029 2.45 1.33 0.74 0.12
H -2.421795 2.086827 0.132229 0.94 0.66 0.34 0.25
N 1.847618 -0.079044 -1.409496 -1.16 7.57 6.25 -0.37
N -0.417920 1.184373 0.183503 1.42 -1.67 0.96 -0.32

=====

Entry 2:
15
Properties=species:S:1:pos:R:3:forces:R:3:mulliken_charge:R:1 method="wB97M-V/def2-TZVPD" orbital_gap_ev="9.180 / 8.522" largest_force_ev_per_a=4.09 energy_ev=-9300.4958 spin_multiplicity=1 lumo_energy_ev="-0.5 / -0.8" charge=0
C -1.053600 -1.045550 -1.103540 -0.03 -0.29 -0.23 -1.52
C -0.388138 -0.336813 0.040876 0.21 0.33 -0.61 1.31
O -0.849206 -0.977217 1.219442 0.76 0.16 -0.22 -0.54
C 1.117908 -0.098303 -0.167161 -0.03 0.99 0.73 -0.55
N 1.415324 0.877933 0.915022 0.21 1.49 1.33 -0.68
C -0.884761 1.069028 -0.012776 -2.60 0.58 0.50 -0.13
N -1.592303 1.985226 0.034933 0.91 -0.49 -0.32 -0.52
H -2.130186 -1.000320 -0.939264 0.06 -0.19 -0.20 0.40
H -0.698378 -2.071989 -1.069977 -0.16 -0.19 -0.23 0.36
H -0.792234 -0.575726 -2.057532 -0.12 -0.15 0.17 0.36
H -0.323633 -0.726006 1.994415 0.07 0.24 -0.34 0.37
H 1.311600 0.277319 -1.196560 -0.50 -0.02 0.47 0.33
H 1.846177 -0.942472 -0.056746 -0.95 0.31 0.40 0.32
H 0.444752 2.294964 1.400646 1.88 -3.20 -1.73 0.27
H 2.226213 1.395145 0.610008 0.29 0.44 0.28 0.23

=====

Entry 3:
36
Properties=species:S:1:pos:R:3:forces:R:3:mulliken_charge:R:1 method="wB97M-V/def2-TZVPD" orbital_gap_ev=9.575 largest_force_ev_per_a=5.76 smiles=CCN(C)CC[N@H+](CCCF)CNF energy_ev=-19583.8504 spin_multiplicity=1 lumo_energy_ev=-2.4 charge=+1
C 1.640287 -0.728454 4.370306 1.75 1.31 0.04 -1.37
C 1.267189 0.218778 3.241275 -1.64 -1.07 0.49 -0.49
N 0.557299 -0.560542 2.180987 0.01 0.40 -2.35 -0.10
C -0.800289 -0.893231 2.595798 0.23 0.97 1.52 -0.91
C 0.487853 0.289336 0.946358 0.00 1.17 2.53 -0.63
C -0.306009 -0.309010 -0.208210 -3.01 0.02 3.43 -0.85
N 0.168743 0.168737 -1.457868 2.75 1.77 -2.53 0.45
C -0.656205 0.272164 -2.699696 -0.91 1.12 -1.45 -0.84
C -1.776314 1.349282 -2.756053 -0.76 1.41 1.54 -0.56
C -3.156963 0.691044 -2.583877 0.75 3.68 0.66 -0.62
F -3.149598 -0.009176 -1.415776 -0.56 -0.55 0.29 -0.27
C 1.340446 -0.746165 -1.763167 0.80 0.75 -2.62 -0.76
N 2.092759 -0.051467 -2.890735 -0.39 -5.51 -1.65 -0.27
F 2.996943 0.751943 -2.356932 2.00 2.55 1.99 -0.17
H 2.476128 -0.241944 4.911029 -0.38 -0.32 -0.04 0.37
H 0.890019 -0.896462 5.102203 -0.80 -0.39 0.40 0.45
H 2.052613 -1.631148 3.948858 -0.11 -0.47 0.01 0.34
H 0.574434 0.989290 3.579377 -0.26 0.27 0.32 0.36
H 2.143816 0.780723 2.977530 0.44 -0.22 -1.17 0.50
H -0.630627 -1.247205 3.629258 -0.95 -0.11 -0.50 0.25
H -1.327766 0.097447 2.633917 -0.36 -0.78 0.22 0.41
H -1.396982 -1.629432 2.012219 0.89 0.46 0.17 0.25
H 1.545015 0.236171 0.720711 0.30 1.24 -0.62 0.42
H 0.064235 1.360912 1.323712 1.06 -1.95 -1.40 0.27
H -1.429822 -0.113150 -0.016330 1.88 -0.52 -0.78 0.33
H -0.050926 -1.363034 -0.153497 -0.71 -0.36 -0.11 0.33
H 0.564509 1.133089 -1.440439 -0.01 -0.63 0.92 0.43
H -0.033723 0.541830 -3.624177 -0.24 -1.14 1.90 0.42
H -1.082108 -0.703875 -2.712808 -0.56 -0.78 -0.88 0.53
H -1.811072 1.840932 -3.750842 0.39 -0.32 0.55 0.36
H -1.696336 2.235816 -1.984194 0.25 -1.80 -1.28 0.30
H -3.317549 0.152449 -3.437101 -0.53 -2.51 -1.80 0.43
H -3.954847 1.475914 -2.645784 0.54 -0.60 0.78 0.37
H 0.982093 -1.768741 -2.017473 -0.08 0.98 -0.43 0.44
H 1.954382 -0.890748 -0.910396 0.54 0.38 0.92 0.44
H 2.778376 -0.802072 -3.348184 -2.32 1.55 0.93 0.37

=====

Entry 4:
70
Properties=species:S:1:pos:R:3:forces:R:3:mulliken_charge:R:1 method="wB97M-V/def2-TZVPD" orbital_gap_ev=8.084 largest_force_ev_per_a=9.87 energy_ev=-65316.7212 spin_multiplicity=1 lumo_energy_ev=2.4 charge=-1
Cl 17.209600 21.857780 11.678530 -0.49 -6.07 5.64 1.90
O 15.920470 22.216480 12.131430 1.20 3.73 1.37 -0.71
O 17.046360 20.522130 11.078070 4.58 0.96 8.69 -0.74
O 17.636490 22.729480 10.658890 2.68 -2.68 5.60 -1.76
O 18.137480 21.718370 12.798000 -1.09 0.69 -3.92 -0.90
C 16.576250 24.595860 9.211370 -4.57 2.99 0.72 0.22
O 15.977110 25.676810 9.263360 -0.05 0.06 -0.99 -0.85
N 17.817110 24.458180 8.934040 5.31 0.38 -2.69 0.22
N 16.052510 23.433600 9.499430 -3.45 1.94 -1.59 0.60
H 18.402380 25.244380 8.690230 -0.19 -0.17 0.20 0.40
H 18.205300 23.531210 8.833270 0.13 1.61 -0.82 -0.05
H 15.094790 23.274920 9.778150 0.96 0.87 -0.20 0.00
H 16.724070 22.758210 9.835540 -1.37 7.22 -4.70 -2.44
C 13.449580 21.155970 10.660390 -1.96 -0.17 2.16 0.13
O 12.504720 20.599760 10.210200 -3.44 -2.36 -1.41 -0.72
N 14.347830 20.689020 11.413280 2.76 -5.90 4.60 -0.06
N 13.594650 22.425490 10.645400 -1.27 7.66 0.18 -0.43
H 15.275110 21.088780 11.434430 -2.61 -1.51 -0.81 0.27
H 14.163940 19.822140 11.897830 0.19 -0.21 -0.60 0.24
H 12.904840 22.962520 10.139590 0.27 -0.01 0.03 0.21
H 14.303670 22.952340 11.135120 -0.75 -0.48 0.42 0.48
C 18.198970 25.054780 11.591630 -1.04 3.34 1.99 -0.35
O 18.418540 26.126380 12.108370 1.10 1.67 0.35 -0.74
N 19.098380 24.158720 11.293660 3.27 1.20 -5.39 -0.27
N 16.965840 24.614260 11.395100 -1.71 0.54 2.78 0.19
H 20.029220 24.129430 11.684520 -2.14 2.28 -3.57 0.29
H 18.811260 23.414150 10.674580 2.86 2.05 0.71 1.07
H 17.098670 23.613040 11.393290 -2.86 5.27 1.17 0.44
H 16.121390 25.079140 11.696580 0.73 0.39 0.04 0.25
C 19.367110 23.912300 14.146990 -0.18 0.61 1.16 0.37
O 19.775940 24.952710 14.701960 0.01 -1.81 -1.33 -0.73
N 18.308920 23.208540 14.592290 -1.55 0.85 2.69 -0.23
N 19.762020 23.265270 13.033030 6.04 0.08 4.13 -0.52
H 18.139080 22.283150 14.225000 -0.27 0.97 1.62 0.28
H 17.861750 23.626210 15.395840 -0.05 -0.54 -0.07 0.17
H 20.469200 23.798000 12.547030 1.29 -1.60 3.02 0.26
H 19.153690 22.629450 12.537300 1.81 1.28 0.87 0.80
C 18.633690 20.344390 8.779180 4.21 1.26 -3.20 0.09
O 18.963740 20.431160 7.600250 1.45 -0.64 -0.10 -0.72
N 18.507410 21.363530 9.597640 5.24 1.30 -3.31 0.46
N 18.511300 19.254730 9.418440 -0.85 -5.99 2.63 -0.06
H 18.353980 21.281390 10.592530 3.38 -2.14 -3.56 0.27
H 18.355100 22.260790 9.159660 1.06 -1.84 -0.46 0.17
H 17.796380 19.231760 10.131510 0.71 -0.79 0.11 0.19
H 18.918610 18.385080 9.105540 -0.48 0.29 -0.36 0.34
C 16.751820 19.096740 13.970390 2.63 1.45 0.34 0.68
O 17.712230 18.397570 14.266280 0.47 -1.45 -0.27 -0.78
N 15.741850 19.239530 14.770330 -3.29 -1.51 3.12 -0.46
N 16.823800 20.026170 13.064940 -0.24 -3.04 0.99 0.14
H 16.020880 18.723800 15.592690 -1.13 0.30 0.56 0.25
H 15.105640 20.023950 14.775820 0.34 -0.28 0.13 0.21
H 17.708150 20.072790 12.579290 -1.08 -1.88 1.43 0.01
H 16.071930 20.624000 12.752860 -0.10 -1.82 1.72 0.01
C 14.318750 21.919940 8.317700 -0.97 -0.48 -1.62 -1.33
C 15.644340 21.193370 8.367920 -1.27 2.38 -1.82 0.48
C 16.677600 21.807230 7.408730 1.01 -1.75 -0.02 -0.92
O 16.318840 21.590620 6.072950 -1.81 1.12 -1.86 -0.51
C 17.055520 22.309460 5.078650 0.22 -0.61 1.60 -0.78
N 16.114420 21.134710 9.721640 -3.94 -1.34 -8.92 0.33
H 14.359100 22.963730 8.629090 -0.49 -0.81 -1.49 0.31
H 13.673130 21.405270 9.029320 0.23 0.16 -2.98 -0.09
H 13.918430 21.892120 7.304260 -0.14 -0.21 -0.08 0.61
H 15.418010 20.181660 8.031280 0.26 -0.25 0.06 0.89
H 17.556640 21.163050 7.429160 -0.94 1.18 0.24 0.20
H 16.995400 22.807480 7.703070 -0.76 0.02 -1.07 1.24
H 18.098200 22.161450 5.359740 0.49 -0.26 -0.75 0.29
H 16.945050 23.393510 5.105750 -0.65 0.21 0.07 0.25
H 16.757730 21.904890 4.111310 0.30 0.05 0.09 0.30
H 16.473030 22.028160 10.026990 -4.83 -7.68 -1.24 -0.10
H 17.027540 20.714890 9.621270 -3.19 -0.10 -2.03 -0.26